(1)
ORCA calculation (ωB97M-V/def2-TZVPD) on C13H29N3O6V as an isolated structure at a distorted geometry.

Each line ends with the natural charge from an NBO analysis.
Positions of all 52 atoms, in Å:
V -27.8257 -4.3634 -30.5190  1.301
C -28.5659 -7.9668 -32.3664  -0.717
C -28.3859 -6.6153 -31.7787  0.765
O -27.6347 -5.7623 -32.3265  -0.719
O -29.0151 -6.2733 -30.7170  -0.786
H -27.7790 -8.1985 -33.0762  0.229
H -29.5216 -7.9483 -32.9060  0.232
H -28.7081 -8.7549 -31.6297  0.221
C -25.5856 -1.1033 -29.5843  -0.628
C -26.3318 -1.3903 -30.8866  -0.005
O -26.6836 -2.6942 -31.0392  -0.926
H -24.8163 -1.8655 -29.4202  0.196
H -26.2565 -1.0949 -28.7195  0.171
H -25.0413 -0.1536 -29.6451  0.191
H -25.6584 -1.0950 -31.7161  0.127
H -27.1994 -0.6912 -30.9234  0.093
C -30.7348 -2.7710 -30.7933  0.556
O -29.6389 -3.2121 -31.0783  -0.623
N -31.1458 -1.5491 -31.1622  -0.411
C -32.4955 -1.1115 -30.9004  -0.405
C -30.3623 -0.7695 -32.1123  -0.422
H -31.4807 -3.3747 -30.2575  0.124
H -33.1146 -1.9493 -30.5750  0.207
H -32.9419 -0.6790 -31.7945  0.205
H -32.5306 -0.3800 -30.0871  0.195
H -29.3321 -1.1119 -32.0851  0.262
H -30.7920 -0.8783 -33.1093  0.197
H -30.4116 0.2762 -31.8074  0.199
C -28.9116 -3.5606 -27.4600  0.562
O -28.5097 -3.9646 -28.5342  -0.631
N -28.1517 -3.4833 -26.3569  -0.420
C -28.7769 -3.0832 -25.1037  -0.417
C -26.6989 -3.4649 -26.4893  -0.421
H -29.9577 -3.2507 -27.3195  0.125
H -29.5402 -3.8014 -24.7959  0.208
H -29.2439 -2.1007 -25.1857  0.205
H -28.0371 -3.0991 -24.3075  0.219
H -26.3204 -2.5493 -26.0277  0.205
H -26.2733 -4.3248 -25.9700  0.193
H -26.4282 -3.4314 -27.5401  0.254
C -25.6206 -6.1250 -28.6929  0.567
O -26.2072 -5.4958 -29.5460  -0.613
N -26.1648 -7.0392 -27.8604  -0.416
C -27.6085 -7.2264 -27.8242  -0.430
C -25.4290 -7.4466 -26.6989  -0.408
H -24.5318 -6.0377 -28.5486  0.124
H -27.8256 -8.2884 -27.9494  0.204
H -28.0882 -6.6519 -28.6084  0.272
H -28.0118 -6.9045 -26.8577  0.183
H -25.5659 -8.5321 -26.5592  0.201
H -24.3560 -7.3135 -26.8005  0.217
H -25.8123 -7.0289 -25.7617  0.188

Cartesian forces, eV/Å:
V -0.082 0.163 -0.822
C -0.745 -0.457 -0.490
C 0.204 1.856 0.870
O 0.070 -0.368 0.023
O 0.272 -0.437 0.052
H 0.074 -0.046 0.041
H 0.160 0.053 -0.112
H 0.300 0.114 0.204
C 0.433 0.058 0.075
C 0.083 -0.131 -0.069
O -0.613 -1.111 0.377
H -0.154 -0.112 -0.051
H 0.007 0.023 -0.009
H -0.242 0.125 0.143
H -0.106 0.146 0.052
H 0.034 0.002 -0.067
C 0.156 -0.123 -0.370
O 0.437 -0.229 -0.059
N -0.289 -0.121 -0.208
C -0.253 -0.038 0.458
C -0.063 0.104 0.487
H -0.037 0.124 0.213
H 0.056 -0.055 -0.122
H 0.003 -0.002 -0.032
H 0.060 0.159 -0.185
H 0.020 -0.033 -0.104
H 0.116 0.016 -0.074
H 0.085 0.041 -0.117
C 0.093 -0.307 0.140
O 0.061 0.290 -0.239
N -0.174 0.374 -0.136
C -0.112 -0.251 0.089
C -0.167 0.168 0.407
H -0.042 -0.110 0.103
H -0.030 0.015 -0.166
H 0.150 0.087 0.153
H 0.101 0.239 -0.092
H 0.026 -0.079 0.051
H 0.187 -0.033 -0.171
H -0.002 -0.258 -0.057
C 0.156 -0.389 0.152
O -0.088 0.280 -0.322
N -0.210 0.986 0.012
C 0.056 -0.208 0.166
C -0.132 -1.671 0.491
H -0.030 0.143 -0.070
H -0.124 0.040 -0.034
H 0.016 -0.082 -0.214
H 0.107 0.007 0.004
H 0.056 0.178 -0.117
H -0.009 0.394 -0.071
H 0.123 0.470 -0.183

Output
Kohn-Sham gap (spin up / spin down) = 5.97 / 7.21 eV
2S+1 = 4

=====

(2)
ORCA calculation (ωB97M-V/def2-TZVPD) on C13H2Cl7F5FeO2 as an isolated structure at a distorted geometry.

Each line ends with the natural charge from an NBO analysis.
Positions of all 30 atoms, in Å:
Fe 0.2131 0.0703 -0.0931  1.255
Cl -1.4319 1.9175 -0.5554  0.037
C -2.8110 0.9098 -1.0534  -0.378
Cl -2.2588 -0.7706 -1.1479  0.043
H -3.1472 1.2299 -2.0326  0.253
H -3.5939 0.9887 -0.3081  0.259
Cl 0.7312 -4.9818 4.9483  0.086
C 0.3370 -3.6245 3.9933  -0.126
C 0.8275 -3.5220 2.6894  -0.057
Cl 1.8479 -4.7348 2.0507  0.081
C 0.4742 -2.4242 1.9271  -0.194
Cl 1.0372 -2.2492 0.2995  0.066
C -0.3446 -1.3812 2.3955  0.391
O -0.6785 -0.3736 1.6544  -0.768
C -0.8026 -1.5009 3.7278  -0.160
Cl -1.7793 -0.2378 4.3291  0.071
C -0.4791 -2.6076 4.5047  -0.049
Cl -1.0843 -2.7258 6.0997  0.094
F 6.0535 3.3633 2.7583  -0.223
C 5.0057 2.7909 2.2567  0.411
C 4.8922 2.6483 0.8625  0.269
F 5.8503 3.0856 0.0774  -0.248
C 3.7813 2.0488 0.3417  0.324
F 3.6424 1.8932 -0.9546  -0.256
C 2.7228 1.5561 1.1760  0.333
O 1.7139 1.0189 0.6784  -0.642
C 2.8911 1.7067 2.5898  0.371
F 1.9578 1.2390 3.3741  -0.251
C 4.0005 2.3122 3.1128  0.255
F 4.1369 2.4429 4.4119  -0.248

Cartesian forces, eV/Å:
Fe -1.503 -1.396 2.406
Cl 0.550 0.139 0.179
C -0.054 -0.355 -0.013
Cl 0.352 -0.002 -0.005
H 0.095 0.055 0.000
H 0.100 0.012 0.087
Cl 0.072 -0.198 0.151
C 0.014 0.189 -0.318
C -0.131 -0.083 0.458
Cl 0.102 -0.082 -0.177
C -0.468 0.570 0.522
Cl 0.227 0.618 -0.818
C 0.466 -0.896 0.312
O 0.351 1.375 -1.980
C 0.177 -0.115 -0.361
Cl -0.181 0.216 0.119
C 0.045 0.070 -0.224
Cl -0.002 0.003 0.043
F 0.291 0.152 0.129
C -0.229 -0.131 -0.079
C -0.291 -0.166 -0.259
F 0.176 0.107 0.008
C 0.349 0.174 -0.003
F 0.004 0.010 -0.211
C -0.151 -0.148 -0.235
O -0.196 -0.068 -0.324
C 0.252 0.126 0.324
F -0.256 -0.098 0.150
C -0.283 -0.153 -0.068
F 0.123 0.077 0.188

Output
Kohn-Sham gap (spin up / spin down) = 6.38 / 4.22 eV
Net charge = +1
2S+1 = 2

=====

Calculated DFT total energy, -56395.8638, -153229.4684 eV (same order as the records).